DFT (ωB97M-V/def2-TZVPD) results for a structure of composition C25H39IrN4O3Sb.

Each line ends with the Mulliken charge.
CARTESIAN COORDINATES (ANGSTROEM)
Ir  0.525  0.017  -0.762  2.80
C  1.927  3.718  1.014  -0.69
C  3.069  3.319  1.696  -0.68
C  3.434  1.988  1.675  -0.94
C  2.648  1.069  0.987  0.60
N  1.525  1.463  0.345  0.02
C  1.189  2.762  0.352  0.36
C  2.930  -0.361  0.845  1.30
C  3.952  -1.029  1.520  -0.39
C  4.132  -2.386  1.326  -1.07
C  3.298  -3.074  0.449  -0.88
C  2.277  -2.409  -0.217  -0.75
C  2.065  -1.046  -0.021  -0.43
H  1.609  4.750  0.993  0.50
H  3.673  4.043  2.227  0.46
H  4.331  1.655  2.175  0.47
H  0.290  3.015  -0.190  -0.32
H  4.607  -0.496  2.198  0.41
H  4.926  -2.907  1.845  0.41
H  3.452  -4.133  0.280  0.51
H  1.639  -2.954  -0.899  0.58
N  1.696  0.429  -2.403  -0.45
C  1.363  -0.531  -3.504  -0.96
C  0.118  -1.383  -3.226  0.68
O  -0.328  -2.065  -4.116  -0.69
O  -0.371  -1.315  -2.017  -0.90
H  1.612  1.388  -2.727  0.41
H  2.672  0.297  -2.148  0.45
H  2.197  -1.219  -3.635  0.39
H  1.220  -0.004  -4.444  0.48
C  -2.302  4.373  -0.958  -0.95
C  -2.991  3.059  -0.598  -0.70
Sb  -1.985  1.311  -1.330  -0.07
C  -3.462  -0.181  -0.958  -0.55
C  -4.855  0.178  -1.462  -1.29
C  -2.281  1.571  -3.437  -0.94
C  -1.104  2.266  -4.116  -0.84
H  -2.897  5.227  -0.631  0.39
H  -2.160  4.472  -2.036  0.22
H  -1.324  4.465  -0.483  0.18
H  -3.994  3.024  -1.024  0.45
H  -3.094  2.951  0.483  0.43
H  -3.455  -0.378  0.115  0.40
H  -3.073  -1.074  -1.450  0.28
H  -5.268  1.041  -0.939  0.33
H  -5.544  -0.653  -1.310  0.43
H  -4.852  0.404  -2.530  0.27
H  -3.209  2.120  -3.604  0.54
H  -2.418  0.567  -3.844  0.55
H  -0.921  3.262  -3.709  0.24
H  -1.269  2.374  -5.189  0.40
H  -0.187  1.686  -3.990  -0.09
C  0.294  0.431  3.026  -0.94
N  0.141  -1.001  2.836  0.52
C  0.567  -1.838  3.954  -0.61
C  -0.247  -3.110  3.998  -0.79
C  -0.224  -3.758  2.632  -0.61
N  -0.647  -2.809  1.609  0.41
C  -1.271  -3.399  0.433  -0.91
C  -0.417  -1.491  1.714  -0.35
O  -0.765  -0.679  0.790  -0.82
H  -0.422  0.795  3.767  0.45
H  0.124  0.951  2.090  -0.02
H  1.303  0.643  3.384  0.41
H  0.424  -1.263  4.869  0.45
H  1.637  -2.052  3.860  0.28
H  -1.277  -2.875  4.274  0.29
H  0.154  -3.791  4.748  0.39
H  -0.904  -4.608  2.595  0.42
H  0.780  -4.126  2.389  0.27
H  -2.206  -3.881  0.725  0.41
H  -0.614  -4.159  0.011  0.37
H  -1.463  -2.647  -0.320  0.03

Summary:
Lowest unoccupied orbital energy ... -2.8 eV
Strongest force on any atom ... 0.01993 Eh/bohr
Total charge ... +1
Gap between HOMO and LUMO ... 8.0361 eV
Energy above the lowest of the compared OMol25 structures with the same formula, charge and spin ... 0.452 eV